[1]
Molecular formula: C4H4N2O2
Method: DFT, ωB97M-V with the def2-TZVPD basis set

Summary:
HOMO-LUMO gap	8.9	eV
SMILES	Oc1cnnc(O)c1

Cartesian coordinates (Å):
C -1.099 -0.064 -0.238
C -0.987 1.332 -0.176
C 1.448 0.038 -0.004
C 0.112 -0.701 -0.003
H -2.264 -1.486 0.671
H -1.849 1.968 -0.425
H 2.461 -1.440 0.079
H 0.092 -1.845 0.230
N 0.195 1.965 0.115
N 1.399 1.307 0.016
O -2.225 -0.561 -0.072
O 2.718 -0.513 -0.194

=====

[2]
Molecular formula: C4H4N2O2
Method: DFT, ωB97M-V with the def2-TZVPD basis set

Summary:
HOMO-LUMO gap	9.7	eV

Cartesian coordinates (Å):
C 1.748 0.502 -0.065
C -0.630 0.474 -0.020
C -2.087 -0.044 0.154
C -3.160 -0.604 0.112
H 1.562 -1.723 0.802
H 1.657 1.488 0.093
H 3.677 0.550 0.187
H -4.174 -0.888 -0.159
N 0.498 -0.141 -0.308
N 2.833 -0.253 0.179
O 0.515 -1.532 -0.139
O -0.674 1.702 0.000

=====

[3]
Molecular formula: C4H4N2O2
Method: DFT, ωB97M-V with the def2-TZVPD basis set

Summary:
HOMO-LUMO gap	10.2	eV
SMILES	C#C[C@@H]1ON=CNO1

Cartesian coordinates (Å):
C 1.255 0.766 1.866
C 0.220 0.470 1.268
C -1.007 0.256 0.637
C 0.340 -1.081 -1.230
H 2.134 1.294 2.313
H -1.947 0.718 0.962
H 0.158 0.721 -2.093
H 0.826 -1.674 -1.925
N 0.351 0.429 -1.275
N -0.150 -1.770 -0.317
O -0.792 0.903 -0.525
O -1.387 -1.031 0.318

=====

[4]
Molecular formula: C4H4N2O3
Method: DFT, ωB97M-V with the def2-TZVPD basis set

Summary:
HOMO-LUMO gap (alpha / beta)	7.3 / 7.8	eV

Cartesian coordinates (Å):
C 0.030 -0.035 0.537
C -0.495 1.099 -0.146
C 0.825 1.220 1.545
C -0.291 -1.729 -1.184
N -0.076 2.030 0.823
N 0.152 -1.276 0.077
O -1.062 1.247 -1.201
O 1.544 1.254 2.482
O -0.180 3.258 0.836
H -1.267 -2.098 -1.081
H -0.345 -0.680 -1.800
H 0.413 -2.431 -1.481
H 0.752 -1.859 0.592

=====

[5]
Molecular formula: C4H4N2OS
Method: DFT, ωB97M-V with the def2-TZVPD basis set

Summary:
HOMO-LUMO gap	8.1	eV
SMILES	[H]/N=C/N(O)C(=S)C#C

Cartesian coordinates (Å):
C 1.371 -1.308 0.109
C -0.422 0.365 -0.018
C 0.610 1.356 0.102
C 1.316 2.340 0.214
H -1.679 -1.398 -0.194
H 1.508 -2.375 0.776
H 3.325 -0.845 -0.078
H 1.681 3.372 0.008
N 0.022 -0.918 0.092
N 2.326 -0.389 -0.405
O -0.768 -1.920 0.077
S -2.023 0.578 -0.086

=====

[6]
Molecular formula: C4H4N2OS
Method: DFT, ωB97M-V with the def2-TZVPD basis set

Summary:
HOMO-LUMO gap	7.5	eV
SMILES	O=C/C=N\N=C\C=S

Cartesian coordinates (Å):
C -2.382 -0.507 -0.419
C -1.226 -1.447 -0.369
C 1.562 0.344 0.339
C 1.986 1.661 0.432
H -2.139 0.626 -0.432
H -1.608 -2.424 -0.622
H 2.167 -0.567 0.590
H 1.163 2.492 0.554
N 0.006 -1.275 0.010
N 0.305 0.133 0.110
O -3.448 -1.059 -0.548
S 3.615 2.023 0.355

=====

[7]
Molecular formula: C4H4N2S
Method: DFT, ωB97M-V with the def2-TZVPD basis set

Summary:
HOMO-LUMO gap	7.9	eV
SMILES	N#C/C=C(/N)C=S

Cartesian coordinates (Å):
C -0.221 0.291 -0.075
C -0.775 -1.061 0.009
C 1.106 0.378 -0.081
C 2.018 -0.689 -0.038
H -2.053 1.044 0.045
H -0.802 2.203 0.365
H -0.180 -1.961 0.164
H 1.565 1.345 -0.087
N -1.113 1.324 -0.135
N 2.817 -1.546 -0.087
S -2.364 -1.328 -0.080

=====

[8]
Molecular formula: C4H4N2S
Method: DFT, ωB97M-V with the def2-TZVPD basis set

Summary:
expectation value of S²	2.027
HOMO-LUMO gap (alpha / beta)	8.1 / 6.0	eV
multiplicity	3

Cartesian coordinates (Å):
C 2.180 -0.472 1.498
C 0.239 -1.882 2.045
C -0.078 0.411 1.583
C 0.812 -0.581 1.790
N 3.266 -0.301 1.121
N -0.065 -2.984 2.145
S -0.604 -0.980 -1.648
H -1.122 0.305 1.803
H -0.288 -2.127 -2.271
H 0.254 1.440 1.379
H 0.208 -0.170 -2.360

=====

[9]
Molecular formula: C4H4N3
Method: DFT, ωB97M-V with the def2-TZVPD basis set

Summary:
expectation value of S²	2.046
HOMO-LUMO gap (alpha / beta)	8.7 / 8.0	eV
charge	+1
multiplicity	3

Cartesian coordinates (Å):
C -1.198 -1.436 -1.130
C -0.263 0.423 -0.168
C 1.469 0.617 1.405
C 0.172 0.400 1.120
N -1.203 -0.698 -2.057
N -0.264 0.966 -1.256
N -0.814 0.448 -2.357
H -1.445 -2.351 -0.576
H 1.733 0.582 2.375
H 2.294 0.817 0.672
H -0.481 0.233 1.972

=====

[10]
Molecular formula: C4H4N3O2S
Method: DFT, ωB97M-V with the def2-TZVPD basis set

Summary:
HOMO-LUMO gap	6.4	eV
charge	+1

Cartesian coordinates (Å):
C -0.802 0.376 1.063
C 0.426 0.381 0.597
C -2.942 -0.559 0.590
C 2.067 -0.722 -2.192
N 0.653 -0.484 -0.429
N -1.740 -0.355 0.302
N 1.833 -0.268 -1.023
O 1.986 -1.253 -3.204
O 1.478 1.229 0.917
S -4.316 -0.881 1.250
H -1.063 0.844 1.984
H -1.345 -0.648 -0.563
H 2.490 0.250 -0.496
H 1.275 2.089 1.204

=====

[11]
Molecular formula: C4H4N4
Method: DFT, ωB97M-V with the def2-TZVPD basis set

Summary:
HOMO-LUMO gap	9.0	eV

Cartesian coordinates (Å):
C 2.355 -0.365 0.197
C -0.959 0.103 -0.243
C -2.302 -0.143 -0.132
C -3.595 -0.012 0.096
H 1.741 -1.590 0.735
H 3.147 -0.636 -0.914
H 3.042 0.533 1.158
H -4.568 -0.139 0.118
N 0.929 0.090 -0.286
N 0.731 1.439 -0.317
N -0.504 1.474 0.021
N -0.018 -0.756 -0.433

=====

[12]
Molecular formula: C4H4N4
Method: DFT, ωB97M-V with the def2-TZVPD basis set

Summary:
HOMO-LUMO gap	9.0	eV
SMILES	c1[nH]cc2[nH]nnc12

Cartesian coordinates (Å):
C 1.460 -0.322 0.383
C -0.182 -0.457 -1.161
C -0.523 0.278 -0.140
C 0.487 0.407 0.760
H 2.475 -0.335 0.626
H 1.554 -1.384 -1.610
H -0.695 -0.888 -2.051
H -2.592 0.396 0.295
N 1.142 -0.684 -0.870
N -1.652 0.623 0.357
N -1.338 1.233 1.470
N -0.137 1.133 1.940

=====

[13]
Molecular formula: C4H4N4
Method: DFT, ωB97M-V with the def2-TZVPD basis set

Summary:
HOMO-LUMO gap	8.3	eV

Cartesian coordinates (Å):
C -2.130 -0.469 0.601
C 0.178 -0.055 -0.219
C 1.288 -0.107 0.837
C 2.200 0.893 -0.879
H -3.156 -1.038 -1.216
H -1.598 0.046 1.768
H 1.305 -0.371 1.990
H 2.904 1.302 -1.539
N -3.201 -1.061 -0.059
N -1.140 -0.185 -0.433
N 2.369 0.461 0.581
N 0.980 0.584 -1.433

=====

[14]
Molecular formula: C4H4N4
Method: DFT, ωB97M-V with the def2-TZVPD basis set

Summary:
HOMO-LUMO gap	8.9	eV
SMILES	c1nc2cc[nH]n2n1

Cartesian coordinates (Å):
C -2.052 0.684 0.659
C -0.148 -0.318 0.773
C 1.033 -0.974 0.535
C 1.539 -0.883 -0.806
H -2.775 1.362 1.146
H 1.552 -1.329 1.422
H 2.721 -0.733 -1.032
H 0.843 0.806 -2.079
N -1.399 -0.176 1.448
N 0.506 0.070 -1.332
N -0.295 0.473 -0.297
N -1.527 1.019 -0.437

=====

[15]
Molecular formula: C4H4N4
Method: DFT, ωB97M-V with the def2-TZVPD basis set

Summary:
HOMO-LUMO gap	8.8	eV
SMILES	[H]/N=c1/ncccnn1

Cartesian coordinates (Å):
C 1.001 0.515 0.775
C 0.178 0.674 -1.381
C -0.934 -0.184 -0.965
C -0.716 -1.082 -0.069
H 0.350 0.736 2.688
H 0.191 1.124 -2.418
H -1.894 0.018 -1.500
H -1.604 -1.652 -0.019
N 0.585 1.251 1.771
N 1.148 0.951 -0.549
N 0.392 -1.535 0.592
N 1.302 -0.815 1.077

=====

[16]
Molecular formula: C4H4N4O
Method: DFT, ωB97M-V with the def2-TZVPD basis set

Summary:
HOMO-LUMO gap	9.1	eV
SMILES	N#CO[C@]1(N)C=CN=N1

Cartesian coordinates (Å):
C -0.211 0.000 2.532
C -0.606 0.813 -0.647
C -1.225 -0.028 -1.464
C 0.271 -0.031 0.190
N -0.840 -0.579 3.327
N -0.851 -1.350 -1.179
N -0.150 -1.394 -0.168
N 1.625 0.089 -0.155
O 0.282 0.639 1.566
H -0.513 1.884 -0.460
H -1.739 0.160 -2.343
H 2.262 -0.757 -0.198
H 1.694 0.552 -1.001

=====

[17]
Molecular formula: C4H4N4OS
Method: DFT, ωB97M-V with the def2-TZVPD basis set

Summary:
HOMO-LUMO gap (alpha / beta)	6.5 / 6.5	eV

Cartesian coordinates (Å):
C -1.113 2.981 -0.207
C 0.145 2.924 0.405
C 0.822 -0.254 -0.387
C 0.217 -0.873 0.875
N 0.315 4.145 0.982
N -0.645 4.863 0.717
N 1.061 0.978 -0.382
N 1.022 1.918 0.449
O -1.574 4.203 0.064
S 0.108 0.189 2.266
H -1.757 2.108 -0.534
H 1.171 -0.897 -1.190
H -0.796 -1.266 0.515
H 0.655 -1.879 1.230

=====

[18]
Molecular formula: C4H4N4OS
Method: DFT, ωB97M-V with the def2-TZVPD basis set

Summary:
HOMO-LUMO gap (alpha / beta)	7.6 / 7.6	eV

Cartesian coordinates (Å):
C -0.894 1.887 1.829
C -0.600 -1.645 -1.161
C -0.512 -0.701 -0.086
C 0.777 -0.097 -0.275
N -0.786 2.913 2.368
N 0.522 -1.581 -1.832
N 1.305 -0.605 -1.372
N 1.353 0.891 0.506
O -2.848 -0.593 0.723
S -1.517 -0.523 1.285
H -1.342 -2.233 -1.533
H 2.294 -0.544 -1.808
H 0.769 1.072 1.348
H 1.479 1.759 0.007

=====

[19]
Molecular formula: C4H4N6O
Method: DFT, ωB97M-V with the def2-TZVPD basis set

Summary:
HOMO-LUMO gap	9.8	eV

Cartesian coordinates (Å):
C -1.246 -0.199 1.306
C -2.308 -0.502 -1.173
C -0.802 -0.196 -0.976
C 1.062 0.125 0.437
N -2.038 -0.291 2.144
N -3.734 3.689 -0.581
N -3.378 2.634 -0.732
N -3.169 0.425 -1.095
N -2.698 1.655 -0.944
N -0.390 0.039 0.319
O 0.023 -0.373 -1.912
H -2.420 -1.512 -1.155
H 1.585 -0.725 -0.175
H 1.379 1.088 0.026
H 1.279 0.094 1.398

=====

[20]
Molecular formula: C4H4NO
Method: DFT, ωB97M-V with the def2-TZVPD basis set

Summary:
HOMO-LUMO gap	9.2	eV
charge	+1

Cartesian coordinates (Å):
C -0.873 0.164 0.844
C -1.040 2.327 -0.317
C -2.099 0.444 0.274
C 0.357 0.268 0.934
N -2.132 1.713 -0.251
O 0.038 2.676 -0.322
H -0.207 0.086 -2.776
H -0.039 -0.020 -3.581
H -3.009 -0.271 0.318
H 1.431 0.245 0.988

=====

Results for relative energy (zero: lowest compared OMol25 entry of this formula, charge and spin): 4.362 7.862 8.639 5.104 6.344 3.635 1.384 1.889 0.488 1.551 9.613 3.967 6.030 3.911 3.645 4.010 4.139 2.166 2.937 2.872 (in eV, following the order of the records).